*one*
This record from the Open Molecules 2025 dataset describes an isolated molecule of CHN3O. The level of theory is ωB97M-V with the def2-TZVPD basis set.

Positions of all 6 atoms, in Å:
O 0.2028 1.2517 0.0697
C -0.6565 0.3846 0.3791
N -0.3620 -0.9594 0.4601
N 0.9840 -1.0340 0.1398
N 1.9392 -0.5016 -0.1489
H -1.7146 0.6903 0.6103

## Properties
- Total charge: 0
- E_LUMO: -0.96 eV
- Gap between HOMO and LUMO: 9.8 eV

Calculated atomic charges, method Mulliken, unit e: O -0.552; C 0.254; N -0.474; N 0.539; N -0.126; H 0.359



*two*
This record from the Open Molecules 2025 dataset describes a cluster of 2 separate species, CHN3O in total. The level of theory is ωB97M-V with the def2-TZVPD basis set.

Positions of all 6 atoms, in Å:
N -0.4724 -1.9060 -0.1077
C 0.1498 -1.0684 -0.5241
O 0.8085 -0.1697 -1.1526
H 1.3484 0.2470 -0.4077
N -1.2904 1.5187 1.4918
N -0.5439 1.3785 0.7004

## Properties
- Total charge: 0
- E_LUMO: 0.30 eV
- Gap between HOMO and LUMO: 11.7 eV

Calculated atomic charges, method Mulliken, unit e: N -0.330; C 0.407; O -0.444; H 0.376; N -0.168; N 0.158



Winner for stability: *two*



*one*
This record from the Open Molecules 2025 dataset describes a structure of composition C8H12O2. The level of theory is ωB97M-V with the def2-TZVPD basis set.

Positions of all 22 atoms, in Å:
C -1.7008 2.2560 2.0904
C -0.4150 1.7646 1.4228
C -0.8927 0.4844 0.6377
C -0.3402 -0.3541 -0.1947
C 1.1444 -0.2615 -0.5572
C 2.0260 0.5604 -0.3369
C 3.3978 0.6269 -0.8844
C -0.9971 -1.4992 -0.7216
H -1.2758 3.2958 2.6407
H -1.9692 1.7015 2.9645
H -2.3834 2.4333 1.4740
H 0.3263 2.4796 0.6205
H 0.2140 1.7196 2.1743
H -2.0675 0.4968 1.0811
H 1.2040 -1.1545 -1.6575
H 1.8857 1.4120 0.5926
H 4.1984 0.3246 -0.2019
H 3.7487 -0.2247 -1.6697
H 3.8362 1.6266 -1.1885
H 0.3804 -2.7221 -0.4967
O -0.4501 -2.6271 -1.0274
O -2.2289 -1.4796 -0.8563

## Properties
- Total charge: 0
- E_LUMO: 0.33 eV
- Gap between HOMO and LUMO: 9.7 eV

Calculated atomic charges, method Mulliken, unit e: C -1.824; C -0.439; C 0.012; C 0.614; C -0.084; C 0.030; C -1.358; C 0.226; H 0.299; H 0.399; H 0.727; H 0.284; H 0.406; H 0.324; H 0.183; H 0.001; H 0.313; H 0.281; H 0.310; H 0.390; O -0.486; O -0.607



*two*
This record from the Open Molecules 2025 dataset describes a cluster of 2 separate species, C8H12O2 in total. The level of theory is ωB97M-V with the def2-TZVPD basis set.

Positions of all 22 atoms, in Å:
C 1.7614 -1.1260 0.3851
C 0.4775 -0.7280 -0.6009
C 0.5224 0.3557 -1.5143
C -0.6104 0.6699 -2.1909
C -1.7558 -0.1192 -1.9484
O -2.9820 0.4052 -2.3486
C -1.7447 -1.2468 -1.1548
C -0.5952 -1.4883 -0.4161
H 2.5840 -0.6371 -0.1708
H 1.7728 -2.1334 0.7375
H 1.3945 -0.3999 1.1012
H 1.3902 1.1075 -1.3527
H -0.8598 1.7636 -2.5851
H -3.4424 -0.3226 -2.9531
H -2.7439 -1.8385 -1.1076
H -0.6632 -2.2596 0.3321
C 0.6404 1.4255 2.5528
O 2.0198 1.4534 2.7428
H 0.1907 0.8973 1.6001
H 0.3782 2.5503 2.3774
H -0.0236 1.1031 3.3817
H 2.2890 0.5679 3.1326

## Properties
- Total charge: 0
- E_LUMO: 0.80 eV
- Gap between HOMO and LUMO: 9.4 eV

Calculated atomic charges, method Mulliken, unit e: C -0.622; C 0.141; C -0.201; C -0.392; C 0.512; O -0.546; C -0.424; C -0.343; H 0.314; H 0.372; H -0.070; H 0.205; H 0.231; H 0.353; H 0.193; H 0.323; C -0.383; O -0.482; H 0.037; H 0.223; H 0.237; H 0.323



*three*
This record from the Open Molecules 2025 dataset describes a cluster of 2 separate species, C8H12O2 in total. The level of theory is ωB97M-V with the def2-TZVPD basis set.

Positions of all 22 atoms, in Å:
C 1.5490 2.4508 -0.6160
C 0.5574 1.5587 -0.4719
C 0.1599 0.7012 0.6170
O 1.0461 0.4251 1.6350
C -0.9939 -0.0168 0.5211
C -2.1274 0.2919 -0.4014
C -1.2503 -1.2894 1.2927
H 2.1751 2.8524 0.2216
H 1.9019 2.7177 -1.5788
H 0.0279 1.4387 -1.3852
H 1.9318 0.9072 1.3112
H -2.2624 -0.7381 -0.9825
H -2.0734 1.2020 -0.9060
H -3.0414 0.3311 0.1213
H -1.7339 -1.9428 0.6259
H -1.7834 -1.2636 2.2321
H -0.3138 -1.6687 1.5371
C 1.6618 -1.4527 -0.5113
C 0.5893 -1.7577 -1.1740
O -0.4200 -1.6662 -1.7441
H 2.5899 -1.7583 -0.9583
H 1.8100 -1.3222 0.6145

## Properties
- Total charge: 0
- E_LUMO: 0.74 eV
- Gap between HOMO and LUMO: 8.7 eV

Calculated atomic charges, method Mulliken, unit e: C -1.064; C -0.101; C 0.656; O -0.542; C 0.541; C -1.459; C -1.435; H 0.281; H 0.253; H 0.199; H 0.367; H 0.220; H 0.411; H 0.440; H 0.400; H 0.338; H 0.439; C -0.927; C 0.848; O -0.411; H 0.339; H 0.205



Winner for stability: *two*



*one*
This record from the Open Molecules 2025 dataset describes an isolated molecule of C8H12O2. The level of theory is ωB97M-V with the def2-TZVPD basis set.

Positions of all 22 atoms, in Å:
C -0.4769 -0.9606 -2.3409
C -0.1236 -0.8631 -1.0751
C 1.1071 -1.5190 -0.3851
O 1.0410 -2.3999 0.4367
O 2.2367 -1.2411 -1.0761
C -0.6981 -0.0767 0.0203
C -1.8850 -0.7260 0.6608
C 0.0787 0.8679 0.6024
C -0.3313 1.5044 1.9002
C 1.1261 1.6281 -0.1608
H -1.3148 -0.4014 -2.7299
H 0.0495 -1.6043 -3.0294
H 2.8824 -1.9497 -0.9256
H -2.7102 -0.7653 -0.0470
H -2.2247 -0.2172 1.5610
H -1.6273 -1.7593 0.9320
H -0.3003 0.7743 2.7117
H -1.3524 1.9043 1.8417
H 0.3190 2.3435 2.1456
H 2.0429 1.6594 0.4235
H 1.3455 1.1442 -1.1088
H 0.8158 2.6576 -0.3571

## Properties
- Total charge: 0
- E_LUMO: 0.68 eV
- Gap between HOMO and LUMO: 9.3 eV

Calculated atomic charges, method Mulliken, unit e: C -0.992; C 0.189; C 0.582; O -0.567; O -0.419; C 0.649; C -1.573; C 1.100; C -1.677; C -1.544; H 0.330; H 0.304; H 0.341; H 0.360; H 0.382; H 0.307; H 0.354; H 0.367; H 0.402; H 0.378; H 0.367; H 0.360



*two*
This record from the Open Molecules 2025 dataset describes a cluster of 2 separate species, C8H12O2 in total. The level of theory is ωB97M-V with the def2-TZVPD basis set.

Positions of all 22 atoms, in Å:
C 1.5206 1.5841 -2.8521
C 1.2484 0.6600 -1.6410
C 1.9858 0.7917 -0.4699
C 1.7183 0.0107 0.5892
C 0.5724 -0.8541 0.5417
O 0.2335 -1.3959 1.7857
C -0.2840 -0.8576 -0.5479
C 0.0672 -0.0718 -1.6808
H 1.7205 2.6229 -2.4147
H 0.7654 1.5270 -3.5992
H 2.4211 1.2484 -3.3037
H 2.8286 1.4446 -0.6935
H 2.4132 0.1333 1.4789
H -0.0016 -2.2655 1.6357
H -1.2783 -1.3357 -0.3310
H -0.5576 0.1060 -2.6483
C -2.9355 0.6790 1.7430
O -2.6894 -0.6979 1.7475
H -2.5587 0.9748 2.6780
H -3.9998 0.7230 1.6401
H -2.1922 1.1429 0.9797
H -3.2724 -1.2234 2.2193

## Properties
- Total charge: 0
- E_LUMO: 0.84 eV
- Gap between HOMO and LUMO: 9.2 eV

Calculated atomic charges, method Mulliken, unit e: C -1.415; C 0.976; C -0.614; C -0.445; C 0.400; O -0.489; C -0.292; C -0.544; H 0.300; H 0.375; H 0.347; H 0.330; H 0.306; H 0.342; H 0.275; H 0.116; C -0.464; O -0.450; H 0.244; H 0.288; H 0.147; H 0.267



Winner for stability: *one*



*one*
This record from the Open Molecules 2025 dataset describes a structure of composition C2H4N4O. The level of theory is ωB97M-V with the def2-TZVPD basis set.

Positions of all 11 atoms, in Å:
C 0.7016 -0.0586 -0.2054
C -0.6201 -0.4340 -0.1569
H 2.3038 1.0188 0.4547
H 0.9244 1.7199 -0.5837
H -1.5723 1.5305 0.0048
H -2.6723 -0.3638 0.5554
N 1.2325 1.1758 0.1893
N 1.5390 -1.0040 -0.2237
N -0.6215 -1.7295 0.0719
N -1.8327 0.2676 -0.1464
O 0.6176 -2.1227 0.0399

## Properties
- Total charge: 0
- E_LUMO: 0.05 eV
- Gap between HOMO and LUMO: 9.0 eV

Calculated atomic charges, method Mulliken, unit e: C 0.497; C 0.373; H 0.318; H 0.246; H 0.297; H 0.335; N -0.543; N -0.447; N -0.359; N -0.638; O -0.078



*two*
This record from the Open Molecules 2025 dataset describes an isolated molecule of C2H4N4O. The level of theory is ωB97M-V with the def2-TZVPD basis set.

Positions of all 11 atoms, in Å:
N -0.3346 1.8638 -0.5548
N 0.0788 0.6015 -0.1366
N 0.8465 0.6225 1.0351
N 0.8889 -0.7296 1.4117
C 0.2326 -1.4547 0.4619
C -0.3212 -0.5840 -0.6184
O -1.2398 -0.7961 -1.3641
H -0.1944 1.6755 -1.5828
H -1.4175 1.8525 -0.4204
H 1.7099 1.1035 1.0388
H -0.0044 -2.5376 0.5290

## Properties
- Total charge: 0
- E_LUMO: 0.52 eV
- Gap between HOMO and LUMO: 9.8 eV

Calculated atomic charges, method Mulliken, unit e: N -0.808; N 0.496; N -0.169; N -0.471; C -0.348; C 0.704; O -0.628; H 0.305; H 0.284; H 0.257; H 0.378



Winner for stability: *two*



*one*
This record from the Open Molecules 2025 dataset describes an isolated molecule of C2H4N4O. The level of theory is ωB97M-V with the def2-TZVPD basis set.

Positions of all 11 atoms, in Å:
N 2.2442 0.2230 0.2699
C 0.8992 0.1409 -0.0858
N 0.4791 -1.0692 -0.3904
N -0.8641 -0.9352 -0.3245
C -1.2015 0.3089 0.0147
O -2.5107 0.3780 0.3787
N -0.1099 1.0762 0.0958
H 2.6696 -0.6871 0.1210
H 2.8504 0.9876 0.0179
H -1.4524 -1.7402 -0.2156
H -3.0221 1.1744 0.2076

## Properties
- Total charge: 0
- E_LUMO: 0.62 eV
- Gap between HOMO and LUMO: 9.1 eV

Calculated atomic charges, method Mulliken, unit e: N -0.427; C 0.443; N -0.750; N 0.223; C 0.475; O -0.497; N -0.608; H 0.262; H 0.252; H 0.267; H 0.361



*two*
This record from the Open Molecules 2025 dataset describes an isolated molecule of C2H4N4O. The level of theory is ωB97M-V with the def2-TZVPD basis set.

Positions of all 11 atoms, in Å:
H -0.3580 2.4691 0.8962
N -0.3262 1.6252 0.3251
C 0.2551 0.6999 0.9570
O 0.6947 0.7772 2.2268
N 0.5516 -0.5907 0.4123
N 1.3611 -0.4034 -0.9820
C 0.1669 -0.7731 -0.9146
N -0.8762 -1.2720 -1.5841
H 1.1457 -0.0595 2.4216
H -0.8878 -1.1663 -2.5874
H -1.7639 -1.3541 -1.1154

## Properties
- Total charge: 0
- E_LUMO: 0.71 eV
- Gap between HOMO and LUMO: 10.2 eV

Calculated atomic charges, method Mulliken, unit e: H 0.266; N -0.627; C 0.577; O -0.480; N -0.430; N -0.467; C 0.688; N -0.397; H 0.378; H 0.238; H 0.255



Winner for stability: *one*



*one*
This record from the Open Molecules 2025 dataset describes an isolated molecule of C2H4N4O. The level of theory is ωB97M-V with the def2-TZVPD basis set.

Positions of all 11 atoms, in Å:
N -2.2560 -0.2998 -0.0218
N -1.3082 0.7252 -0.0296
C -0.1141 0.3624 -0.0515
C 1.1397 1.1458 -0.0455
N 2.1451 0.3466 0.0619
N 1.6739 -0.9120 0.1934
O 0.2370 -0.9701 -0.1733
H -1.8056 -1.1906 0.2280
H -3.1076 0.0208 0.4986
H 1.2232 2.2485 -0.1192
H 2.1727 -1.4768 -0.5409

## Properties
- Total charge: 0
- E_LUMO: 0.73 eV
- Gap between HOMO and LUMO: 9.1 eV

Calculated atomic charges, method Mulliken, unit e: N -0.417; N -0.440; C 0.666; C -0.163; N -0.392; N -0.094; O -0.348; H 0.262; H 0.254; H 0.392; H 0.280



*two*
This record from the Open Molecules 2025 dataset describes an isolated molecule of C2H4N4O. The level of theory is ωB97M-V with the def2-TZVPD basis set.

Positions of all 11 atoms, in Å:
H 3.0548 -1.1706 -0.1663
N 2.8732 -0.1001 -0.1988
C 1.5770 0.1637 0.1083
N 0.9450 1.4738 0.1454
N -0.2684 1.4535 -0.2044
N -0.4353 0.0199 -0.5464
C -1.7923 -0.2712 0.0228
O 0.5384 -0.7053 0.0704
H -1.7902 -0.5292 1.1794
H -2.4743 -1.1530 -0.4004
H -2.2280 0.8184 -0.0101

## Properties
- Total charge: 0
- E_LUMO: -0.58 eV
- Gap between HOMO and LUMO: 9.2 eV

Calculated atomic charges, method Mulliken, unit e: H 0.271; N -0.590; C 0.619; N -0.303; N -0.073; N 0.109; C -0.647; O -0.237; H 0.278; H 0.239; H 0.335



Winner for stability: *one*